Density functional theory data (ωB97M-V/def2-TZVPD) for the molecule C3H6FN in a non-equilibrium geometry.

```
11
C3H6FN, DFT ωB97M-V/def2-TZVPD
N 1.46 0.73 -0.01
C 1.04 -0.69 0.03
C -0.44 -0.51 -0.07
C -1.41 0.44 -0.01
F -2.69 -0.05 0.07
H 1.04 1.24 0.77
H 1.05 1.07 -0.82
H 1.16 -1.09 1.11
H 1.56 -1.42 -0.50
H -1.19 -1.37 -0.44
H -1.60 1.64 -0.12
```

Properties
- total energy (eV) = -7412.9406
- ΔE to the lowest compared entry with this formula, charge and spin (kJ/mol) = 185.36
- HOMO (hartree) = -0.33889
- HOMO-LUMO gap (eV) = 10.22
- SMILES = NC/C=C/F

Results of the natural (NBO) charge analysis, in e, for atoms 1 through 4: N -0.808; C -0.261; C -0.306; C 0.179



Density functional theory data (ωB97M-V/def2-TZVPD) for a structure of composition C46H44N6P2STeZr in a non-equilibrium geometry.

```
101
C46H44N6P2STeZr, DFT ωB97M-V/def2-TZVPD
Zr -0.02 0.00 -0.10
N -0.59 -3.83 2.21
C -0.59 -2.90 1.26
S 0.92 -2.30 0.67
N -1.76 -2.51 0.78
N -1.69 -1.46 -0.04
C -2.70 -1.28 -0.82
C -2.72 -0.10 -1.66
C -3.77 0.15 -2.53
C -3.78 1.31 -3.28
C -2.73 2.21 -3.12
C -1.71 1.89 -2.25
N -1.68 0.76 -1.52
H 0.27 -4.25 2.50
H -1.47 -4.24 2.50
H -3.52 -1.98 -0.83
H -4.57 -0.58 -2.61
H -4.59 1.53 -3.96
H -2.71 3.14 -3.66
H -0.88 2.57 -2.09
Te 0.66 3.69 1.45
C 1.38 4.84 3.09
C 2.28 5.88 2.90
C 2.71 6.59 4.02
N 2.30 6.32 5.25
C 1.43 5.33 5.42
C 0.94 4.56 4.37
C 0.41 1.85 2.61
P -1.16 1.23 1.92
C -1.96 0.09 3.09
C -3.16 -0.50 2.67
C -3.85 -1.35 3.52
C -3.36 -1.61 4.79
C -2.20 -0.99 5.23
C -1.50 -0.14 4.38
C -2.36 2.60 2.01
C -2.59 3.22 3.23
C -3.51 4.25 3.32
C -4.23 4.64 2.20
C -4.01 4.02 0.98
C -3.08 3.00 0.88
P 1.70 0.79 1.84
C 2.20 -0.48 3.08
C 1.82 -0.41 4.41
C 2.36 -1.30 5.34
C 3.30 -2.23 4.94
C 3.73 -2.26 3.62
C 3.19 -1.39 2.70
C 3.30 1.67 2.02
C 3.54 2.42 3.17
C 4.80 2.94 3.40
C 5.83 2.69 2.50
C 5.60 1.94 1.36
C 4.33 1.43 1.12
H 2.66 6.13 1.92
H 3.42 7.40 3.92
H 1.11 5.14 6.44
H 0.25 3.75 4.56
H -3.55 -0.28 1.69
H -4.78 -1.80 3.19
H -3.90 -2.28 5.45
H -1.83 -1.17 6.23
H -0.61 0.36 4.73
H -2.04 2.89 4.11
H -3.68 4.74 4.26
H -4.96 5.43 2.27
H -4.56 4.33 0.10
H -2.90 2.51 -0.06
H 1.14 0.36 4.73
H 2.05 -1.24 6.38
H 3.72 -2.92 5.66
H 4.51 -2.95 3.32
H 3.54 -1.41 1.67
H 2.74 2.57 3.89
H 4.98 3.53 4.29
H 6.82 3.07 2.70
H 6.41 1.73 0.67
H 4.13 0.81 0.25
C 4.03 3.41 -1.23
N 3.01 3.88 -2.21
C 2.72 5.32 -2.03
C 1.75 3.06 -2.14
C 1.91 1.62 -2.56
C 2.60 1.37 -3.74
C 2.72 0.08 -4.24
C 2.11 -0.96 -3.57
C 1.41 -0.69 -2.40
C 1.30 0.59 -1.82
H 4.95 3.98 -1.35
H 4.22 2.36 -1.39
H 3.63 3.55 -0.22
H 3.41 3.74 -3.14
H 2.31 5.47 -1.04
H 2.00 5.65 -2.78
H 3.64 5.90 -2.14
H 1.03 3.57 -2.79
H 1.41 3.12 -1.11
H 3.04 2.18 -4.32
H 3.26 -0.10 -5.16
H 2.16 -1.97 -3.95
H 0.93 -1.55 -1.92
```

Properties
- total energy (eV) = -95329.1663
- ΔE to the lowest compared entry with this formula, charge and spin (kJ/mol) = 161.68
- charge = +2
- HOMO (hartree) = -0.44176
- HOMO-LUMO gap (eV) = 5.48

Results of the Löwdin charge analysis, in e, for atoms 1 through 4: Zr 1.226; N 0.144; C -0.804; S 0.699



Density functional theory data (ωB97M-V/def2-TZVPD) for a structure of composition C22H19B2F4N8ORu.

```
57
C22H19B2F4N8ORu, DFT ωB97M-V/def2-TZVPD
Ru -0.46 1.35 -0.19
B 1.38 2.30 2.61
N 0.16 1.35 2.81
C -0.21 0.79 3.96
C -1.43 0.16 3.79
C -1.74 0.40 2.45
N -0.78 1.11 1.87
N 2.21 1.79 1.39
C 3.54 1.70 1.30
C 3.88 1.39 -0.01
C 2.64 1.30 -0.66
N 1.66 1.54 0.20
H 1.00 3.42 2.39
H 2.07 2.21 3.59
H 0.42 0.89 4.83
H -2.01 -0.38 4.51
H -2.59 0.09 1.88
H 4.16 1.88 2.17
H 4.86 1.26 -0.43
H 2.42 1.09 -1.69
F 0.67 4.04 -0.18
C -0.57 3.41 -0.32
F -1.37 4.05 0.64
H -0.94 3.77 -1.28
O -0.01 1.38 -2.19
N -0.50 0.45 -2.89
C -0.15 0.35 -4.18
C 0.60 1.42 -4.76
N 1.21 2.25 -5.26
C -0.27 -0.86 -4.91
N -0.33 -1.80 -5.57
C -2.63 -2.35 -3.18
C -2.43 -1.02 -3.12
C -1.43 -0.44 -2.23
C -0.75 -1.38 -1.30
C -0.83 -2.79 -1.60
C -1.75 -3.24 -2.47
N -0.25 -0.82 -0.24
C 0.29 -1.63 0.79
C -0.54 -2.49 1.50
C -0.03 -3.25 2.54
C 1.31 -3.15 2.89
C 2.14 -2.29 2.18
C 1.64 -1.53 1.14
H -3.41 -2.76 -3.80
H -3.03 -0.33 -3.70
H -1.82 0.43 -1.30
H -0.18 -3.47 -1.06
H -1.83 -4.31 -2.66
H -1.59 -2.54 1.24
H -0.69 -3.91 3.10
H 1.70 -3.74 3.71
H 3.18 -2.20 2.45
H 2.28 -0.85 0.60
F -2.98 2.38 -1.54
B -2.47 1.83 -0.39
F -3.43 1.77 0.56
```

Properties
- total energy (eV) = -51897.9062
- ΔE to the lowest compared entry with this formula, charge and spin (kJ/mol) = 293.03
- charge = -1
- HOMO (alpha / beta) (hartree) = -0.18840 / -0.18851
- HOMO-LUMO gap (alpha / beta) (eV) = 6.25 / 6.25

Results of the natural (NBO) charge analysis, in e, for atoms 1 through 4: Ru 0.228; B 0.176; N -0.278; C -0.015



Density functional theory data (ωB97M-V/def2-TZVPD) for a structure of composition C3H5INO2 in a non-equilibrium geometry.

```
12
C3H5INO2, DFT ωB97M-V/def2-TZVPD
C 1.15 -1.30 0.73
C -0.67 0.77 -1.16
C -0.85 0.05 0.25
N 0.37 -0.10 0.87
O 2.36 -1.19 1.08
O 0.52 -2.27 0.30
I 1.49 1.46 1.48
H -0.05 0.28 -1.87
H -1.52 0.86 -1.69
H -0.13 1.86 -1.06
H -1.51 0.52 0.91
H -1.17 -0.94 0.17
```

Properties
- total energy (eV) = -16878.3856
- ΔE to the lowest compared entry with this formula, charge and spin (kJ/mol) = 8.77
- charge = -1
- HOMO (hartree) = -0.14935
- HOMO-LUMO gap (eV) = 7.05

Results of the natural (NBO) charge analysis, in e, for atoms 1 through 4: C 0.847; C -0.621; C -0.237; N -0.643



Density functional theory data (ωB97M-V/def2-TZVPD) for a cluster of 4 separate species, C5H7Cl11 in total in a non-equilibrium geometry.

```
23
C5H7Cl11, DFT ωB97M-V/def2-TZVPD
Cl 2.61 2.36 5.41
C 2.64 1.86 3.69
Cl 3.81 0.55 3.46
Cl 3.13 3.20 2.69
H 1.68 1.52 3.29
Cl -0.50 3.71 -3.13
C -1.19 2.02 -2.90
Cl -2.96 1.98 -3.24
Cl -0.78 1.27 -1.29
H -0.64 1.47 -3.66
Cl -0.42 -2.02 -2.37
C 1.05 -1.88 -3.35
Cl 0.88 -0.66 -4.64
Cl 1.52 -3.43 -4.09
H 1.89 -1.52 -2.75
Cl -3.59 -2.12 1.89
C -1.97 -1.44 2.23
C -1.16 -1.20 0.99
Cl 0.28 -0.24 1.36
H -1.50 -2.15 2.92
H -2.18 -0.50 2.74
H -1.79 -0.68 0.27
H -0.80 -2.10 0.49
```

Properties
- total energy (eV) = -143044.8937
- ΔE to the lowest compared entry with this formula, charge and spin (kJ/mol) = 32.64
- HOMO (hartree) = -0.40693
- HOMO-LUMO gap (eV) = 11.40
- SMILES = ClC(Cl)Cl.ClC(Cl)Cl.ClC(Cl)Cl.ClCCCl

Results of the natural (NBO) charge analysis, in e, for atoms 1 through 4: Cl 0.012; C -0.285; Cl 0.006; Cl 0.031



Density functional theory data (ωB97M-V/def2-TZVPD) for a cluster of 5 separate species, C20H34FN2O12 in total.

```
69
C20H34FN2O12, DFT ωB97M-V/def2-TZVPD
F -3.35 -1.72 1.14
N -3.15 -1.31 -0.16
C -4.46 -1.26 -0.88
C -5.37 -0.30 -0.12
N -4.83 1.05 -0.11
C -3.43 1.15 0.30
C -2.49 0.03 -0.15
H -2.54 -2.01 -0.58
H -4.20 -0.81 -1.84
H -4.84 -2.27 -1.02
H -5.52 -0.65 0.90
H -6.34 -0.30 -0.60
H -4.98 1.50 -1.00
H -3.34 1.28 1.38
H -3.02 2.06 -0.14
H -2.12 0.21 -1.16
H -1.62 -0.05 0.51
C -3.05 -0.40 4.76
C -1.80 -0.81 4.02
C -0.51 -0.75 4.81
O 0.46 -0.42 3.80
C -0.16 0.22 2.81
O 0.38 0.76 1.89
O -1.51 0.13 2.94
H -3.94 -0.61 4.17
H -3.12 -0.96 5.69
H -3.03 0.66 4.98
H -1.91 -1.79 3.56
H -0.25 -1.70 5.27
H -0.51 0.04 5.57
C 3.38 1.44 0.86
C 3.85 2.48 -0.13
C 3.14 2.44 -1.46
O 4.15 2.88 -2.37
C 5.36 2.61 -1.83
O 6.39 2.67 -2.40
O 5.21 2.24 -0.53
H 3.81 1.61 1.85
H 2.29 1.45 0.95
H 3.69 0.45 0.52
H 3.80 3.48 0.30
H 2.27 3.09 -1.52
H 2.84 1.42 -1.74
C 3.61 -3.08 -0.15
C 2.78 -2.64 1.02
C 3.34 -2.99 2.39
O 2.16 -3.17 3.18
C 1.15 -3.51 2.35
O 0.07 -3.88 2.71
O 1.51 -3.34 1.06
H 3.22 -2.68 -1.08
H 4.63 -2.74 -0.03
H 3.60 -4.17 -0.23
H 2.55 -1.57 0.97
H 3.95 -2.21 2.82
H 3.90 -3.93 2.38
C 1.05 1.71 -5.84
C 0.14 1.15 -4.78
C -1.33 1.54 -4.90
O -1.75 1.58 -3.52
C -0.66 1.84 -2.76
O -0.71 2.16 -1.61
O 0.46 1.71 -3.48
H 2.05 1.28 -5.76
H 0.65 1.48 -6.83
H 1.14 2.79 -5.73
H 0.25 0.07 -4.69
H -1.93 0.82 -5.45
H -1.46 2.53 -5.32
```

Properties
- total energy (eV) = -51552.3577
- charge = +1
- HOMO (hartree) = -0.45475
- HOMO-LUMO gap (eV) = 9.38

Results of the natural (NBO) charge analysis, in e, for atoms 1 through 4: F -0.175; N 0.055; C -0.257; C -0.253